1.
Below is C4H7NO2S as an isolated structure at a distorted geometry, with properties calculated with wB97M-V/def2-TZVPD.

```
15
Properties=species:S:1:pos:R:3:forces:R:3
C -0.302 -1.047 0.186 -2.1189 -1.3064 -1.1163
C 0.194 0.291 0.617 -0.6757 3.4291 2.0403
C 0.339 1.228 -0.554 1.8843 -0.4388 -0.9168
C 1.631 0.746 0.289 -1.5021 -0.2769 -0.5625
H -3.191 0.240 -0.976 3.3484 0.1312 4.9329
H -2.375 -1.669 -0.127 2.2348 -0.1761 -0.9157
H -0.279 0.907 1.521 0.7562 -2.1186 -1.8375
H -0.032 2.345 -0.555 0.8859 -2.6643 -0.0447
H 0.405 0.574 -1.500 -0.6518 1.9074 1.0073
H 2.234 1.471 0.885 -1.0378 -0.7785 -0.2844
H 2.672 -1.500 1.045 -0.2760 2.0007 -3.5974
N -1.659 -1.016 -0.572 -0.7494 0.7925 3.5411
O -2.454 0.160 0.023 -2.6953 -0.1961 -6.1388
O 0.275 -2.098 0.153 -0.8125 0.5268 0.6521
S 2.541 -0.634 -0.435 1.4098 -0.8320 3.2406
```
Positions in Å, forces in eV/Å.

LUMO level	0.36	eV
HOMO	-8.62	eV



2.
Below is a 2-piece molecular cluster, C5H11NO2 overall at a distorted geometry, with properties calculated with wB97M-V/def2-TZVPD.

```
19
Properties=species:S:1:pos:R:3:forces:R:3
C -0.333 0.638 -1.458 0.9571 0.3604 -0.7464
N -0.407 0.441 -0.064 -1.3963 -0.6200 0.5825
C -0.926 1.421 0.816 0.2137 0.4073 0.3311
O -1.178 1.126 2.041 -0.1566 -0.1513 -0.4790
C 0.494 -0.567 0.395 0.9317 -0.0213 -0.5598
C 1.704 -0.355 -0.540 -0.6665 0.1244 -0.4584
C 0.994 -0.068 -1.863 -0.7293 -0.5607 -0.5824
H -0.268 1.713 -1.673 0.1416 0.2702 0.0652
H -1.153 0.291 -2.104 -0.2797 -0.3273 0.3791
H -1.503 2.192 0.297 -0.0210 -0.0931 -0.1870
H 0.138 -1.599 0.259 -0.2393 0.0310 0.0187
H 0.719 -0.446 1.441 -0.0066 0.2113 0.4055
H 2.347 -1.231 -0.611 0.3350 0.1390 0.1136
H 2.217 0.565 -0.270 0.3534 -0.1653 0.3880
H 1.515 0.520 -2.599 0.6503 0.5523 -0.0210
H 0.793 -0.991 -2.425 -0.1979 -0.1490 0.3441
H -1.554 -0.530 2.409 0.5898 0.3937 1.0359
H -2.124 -1.882 2.827 -0.0558 -0.2804 0.1532
O -1.475 -1.238 3.120 -0.4238 -0.1213 -0.7829
```
Positions in Å, forces in eV/Å.

spin multiplicity	2
LUMO level (spin up / spin down)	3.98 / 3.92	eV
net charge	-1
HOMO (spin up / spin down)	0.47 / -3.96	eV